Record 1
ORCA calculation (the ωB97M-V functional and the def2-TZVPD basis) on an isolated ion of composition C14H28NS2 and charge +1 in a non-equilibrium geometry.

Computed properties:
Charge: +1
Multiplicity: 1

Each line ends with the Mulliken charge.
Geometry (Å):
C: 5.319 2.195 0.137  -0.844
C: 4.427 1.123 1.056  -0.403
C: 4.161 -0.176 0.071  -0.441
C: 3.512 -1.479 0.823  -0.736
C: 1.892 -1.657 0.642  -0.363
C: 1.364 -1.493 -0.901  -0.351
C: 0.095 -2.447 -1.309  -0.808
C: -1.232 -2.287 -0.359  -0.723
C: -1.770 -0.715 -0.220  0.222
C: -2.554 -0.632 1.218  -0.703
C: -3.235 0.842 1.537  -0.484
C: -4.729 1.048 0.893  -0.666
C: -4.770 1.207 -0.738  -0.402
S: -3.816 2.668 -1.421  0.157
N: -2.092 2.528 -1.182  -0.189
C: -1.598 2.264 -2.460  0.267
S: -0.503 1.666 -3.665  0.083
H: 5.885 2.967 0.817  0.303
H: 6.057 1.538 -0.492  0.253
H: 4.541 2.700 -0.603  0.214
H: 3.394 1.603 1.404  0.209
H: 5.077 0.752 1.961  0.298
H: 5.232 -0.497 -0.348  0.277
H: 3.563 0.221 -0.852  0.200
H: 4.089 -2.431 0.437  0.307
H: 3.750 -1.375 1.967  0.330
H: 1.292 -0.971 1.413  0.143
H: 1.642 -2.773 0.985  0.298
H: 1.137 -0.358 -1.075  0.119
H: 2.279 -1.779 -1.609  0.361
H: -0.136 -2.219 -2.456  0.241
H: 0.445 -3.570 -1.249  0.328
H: -1.130 -2.748 0.711  0.344
H: -2.104 -2.891 -0.900  0.349
H: -2.438 -0.529 -1.164  -0.021
H: -0.871 0.066 -0.303  0.063
H: -3.323 -1.520 1.404  0.303
H: -1.719 -0.779 2.058  0.296
H: -3.379 0.870 2.722  0.330
H: -2.490 1.743 1.308  0.204
H: -5.291 1.927 1.472  0.306
H: -5.352 0.066 1.148  0.312
H: -4.502 0.167 -1.249  0.317
H: -5.914 1.395 -1.023  0.411
H: -4.206 3.769 -0.610  0.288

---

Record 2
ORCA calculation (the ωB97M-V functional and the def2-TZVPD basis) on one molecule with the formula C14H28O2S.

Computed properties:
Multiplicity: 1

Each line ends with the Mulliken charge.
Geometry (Å):
C: -6.483 0.202 -0.655  -1.051
C: -5.775 -0.461 0.510  -0.441
H: -6.096 -0.036 1.462  0.295
H: -5.921 -1.540 0.511  0.378
S: -3.973 -0.204 0.431  -0.109
C: -3.841 1.365 1.260  0.242
O: -4.804 1.901 1.733  -0.562
C: -2.438 1.890 1.237  -0.388
C: -2.194 2.603 -0.100  -0.583
C: -0.769 3.141 -0.231  -1.003
C: 0.324 2.073 -0.166  -0.432
C: 0.182 0.998 -1.243  -0.297
C: 1.380 0.049 -1.296  -0.820
C: 1.495 -0.830 -0.051  -0.427
C: 2.512 -1.961 -0.204  -0.715
C: 3.950 -1.461 -0.324  -0.350
C: 4.969 -2.602 -0.358  -0.777
C: 5.240 -3.191 1.029  -0.547
H: 4.312 -3.536 1.490  0.296
O: 5.775 -2.250 1.928  -0.512
H: 6.572 -1.873 1.539  0.331
H: 5.916 -4.054 0.932  0.300
H: 5.916 -2.229 -0.762  0.322
H: 4.618 -3.398 -1.016  0.371
H: 4.179 -0.814 0.525  0.350
H: 4.051 -0.872 -1.237  0.307
H: 2.262 -2.556 -1.087  0.319
H: 2.433 -2.614 0.667  0.295
H: 1.776 -0.220 0.809  0.244
H: 0.516 -1.270 0.156  0.272
H: 2.292 0.634 -1.424  0.279
H: 1.272 -0.597 -2.171  0.322
H: -0.721 0.410 -1.065  0.118
H: 0.077 1.487 -2.214  0.340
H: 0.325 1.610 0.820  0.187
H: 1.290 2.570 -0.291  0.449
H: -0.695 3.664 -1.187  0.346
H: -0.591 3.872 0.561  0.389
H: -2.894 3.437 -0.184  0.385
H: -2.403 1.910 -0.916  0.349
H: -1.745 1.055 1.342  0.238
H: -2.305 2.592 2.062  0.351
H: -7.552 0.008 -0.594  0.339
H: -6.326 1.279 -0.626  0.309
H: -6.110 -0.182 -1.602  0.291

---

Record 3
ORCA calculation (the ωB97M-V functional and the def2-TZVPD basis) on one molecule with the formula C14H28O4Si in a non-equilibrium geometry.

Computed properties:
Multiplicity: 1

Each line ends with the Mulliken charge.
Geometry (Å):
O: -0.215 3.274 -4.195  -0.459
O: 0.627 -1.704 1.271  -0.365
O: -0.286 0.235 3.040  -0.404
O: -1.929 -1.243 1.215  -0.340
C: 1.191 -3.683 -0.039  -1.268
C: 1.354 -1.162 4.142  -1.034
C: -3.806 -0.732 2.698  -1.192
C: 0.145 -2.932 0.797  0.130
C: 0.992 0.235 3.556  -0.163
C: -2.576 -1.575 2.500  -0.058
C: 1.459 1.498 -4.175  -0.963
C: 0.279 0.733 -3.674  -0.752
C: 0.519 2.755 -1.921  -0.847
C: 0.162 0.453 -1.103  -0.958
C: 1.172 2.948 -4.371  -0.218
C: 0.573 3.624 -3.132  -0.082
C: -0.054 1.397 -2.232  0.703
C: -0.060 0.957 0.330  -0.894
Si: -0.511 -0.468 1.521  0.389
H: 1.454 -3.102 -0.984  0.198
H: 0.864 -4.691 -0.366  0.366
H: 2.187 -3.803 0.428  0.305
H: 0.921 -1.269 5.072  0.366
H: 0.984 -1.900 3.477  0.171
H: 2.478 -1.287 4.257  0.318
H: -4.037 -0.709 3.814  0.329
H: -3.543 0.297 2.485  0.300
H: -4.731 -1.002 2.157  0.311
H: -0.700 -2.556 0.158  0.298
H: -0.170 -3.573 1.630  0.246
H: 1.697 0.443 2.696  0.155
H: 1.043 1.021 4.274  0.451
H: -2.800 -2.637 2.445  0.411
H: -1.860 -1.490 3.348  0.177
H: 1.674 1.051 -5.197  0.407
H: 2.384 1.326 -3.661  0.367
H: -0.578 0.955 -4.355  0.352
H: 0.523 -0.399 -3.516  0.340
H: -0.151 3.216 -1.146  0.382
H: 1.582 2.752 -1.484  0.248
H: -0.363 -0.488 -1.252  0.333
H: 1.285 0.254 -1.126  0.052
H: 1.612 3.490 -5.172  0.529
H: 0.530 4.738 -2.996  0.424
H: -1.195 1.721 -2.274  0.125
H: 0.794 1.486 0.733  0.310
H: -0.919 1.548 0.325  0.506

---

Record 4
ORCA calculation (the ωB97M-V functional and the def2-TZVPD basis) on a 3-piece molecular cluster, C14H29F3N3O8PS2 overall in a non-equilibrium geometry.

Computed properties:
Multiplicity: 1

Each line ends with the Mulliken charge.
Geometry (Å):
N: -1.730 4.172 5.389  -0.504
C: -1.745 3.091 4.995  0.482
O: -1.893 1.826 4.682  -0.419
C: -1.379 0.916 5.657  1.422
C: -2.417 0.347 6.656  -1.845
C: -3.884 0.594 6.287  -0.040
O: -4.237 1.939 6.119  -0.587
C: -4.738 0.051 7.456  0.740
F: -6.039 0.177 7.223  -0.255
F: -4.446 -1.225 7.741  -0.265
F: -4.464 0.775 8.570  -0.284
O: -0.376 1.582 6.455  -0.480
S: 0.743 0.510 6.885  1.036
O: 1.911 1.194 7.287  -0.560
O: 0.237 -0.473 7.782  -0.520
O: 0.824 -0.129 5.417  -0.271
C: -0.516 -0.164 4.903  0.052
P: -0.275 -0.019 3.045  0.115
S: -0.103 -1.767 2.211  -0.368
H: -2.170 0.700 7.653  0.551
H: -2.264 -0.732 6.670  0.587
H: -4.159 0.000 5.411  0.493
H: -3.606 2.508 6.573  0.375
H: -0.933 -1.165 5.022  0.340
H: 0.913 0.713 2.886  0.104
H: -1.379 0.661 2.509  0.078
C: -0.751 -2.095 -4.109  -1.548
C: -0.116 -0.994 -3.266  0.919
C: 0.264 -1.444 -1.848  -0.786
O: -0.820 -1.555 -0.947  -0.317
C: -1.542 -2.768 -1.018  -0.786
N: -1.008 0.170 -3.255  -0.750
H: -1.786 -2.285 -3.825  0.334
H: -0.755 -1.806 -5.160  0.364
H: -0.194 -3.031 -4.021  0.349
H: 0.813 -0.697 -3.763  0.012
H: 0.919 -0.681 -1.417  0.327
H: 0.839 -2.380 -1.870  0.400
H: -0.890 -3.613 -1.257  0.350
H: -2.352 -2.709 -1.750  0.264
H: -1.989 -2.940 -0.038  0.265
H: -0.542 0.939 -2.782  0.286
H: -1.794 -0.053 -2.650  0.332
C: 4.370 0.610 -7.787  -1.400
C: 3.086 1.254 -7.274  0.329
C: 3.148 1.666 -5.796  -0.745
O: 3.019 0.594 -4.880  -0.273
C: 4.210 -0.126 -4.618  -0.768
N: 1.961 0.357 -7.551  -0.726
H: 4.478 -0.418 -7.441  0.274
H: 4.366 0.583 -8.876  0.356
H: 5.250 1.173 -7.468  0.345
H: 2.930 2.172 -7.849  0.411
H: 2.298 2.322 -5.594  0.339
H: 4.056 2.245 -5.581  0.406
H: 5.087 0.526 -4.634  0.360
H: 4.345 -0.943 -5.329  0.274
H: 4.118 -0.562 -3.623  0.229
H: 1.091 0.823 -7.308  0.291
H: 2.016 -0.419 -6.896  0.303

---

Record 5
ORCA calculation (the ωB97M-V functional and the def2-TZVPD basis) on a 4-piece molecular cluster, C14H29N2O11 overall.

Computed properties:
Charge: -1
Multiplicity: 1

Each line ends with the Mulliken charge.
Geometry (Å):
N: 3.710 1.309 -0.777  -0.679
C: 3.687 2.500 -1.661  0.539
N: 4.891 3.295 -1.546  -0.672
C: 2.417 3.316 -1.298  0.449
O: 2.576 4.259 -0.509  -0.822
O: 1.336 2.877 -1.803  -0.692
H: 4.667 1.006 -0.643  0.195
H: 3.181 0.544 -1.176  0.220
H: 3.595 2.181 -2.713  -0.006
H: 4.948 3.678 -0.607  0.273
H: 5.707 2.719 -1.727  0.222
C: -0.799 5.054 1.613  -1.286
C: -0.077 3.811 1.143  0.235
O: 0.000 2.825 2.212  -0.365
C: -1.092 2.143 2.462  0.761
O: -2.166 2.217 1.914  -0.578
O: -0.829 1.278 3.467  -0.377
C: -1.919 0.433 3.815  -0.623
H: -0.303 5.476 2.490  0.309
H: -0.763 5.795 0.813  0.359
H: -1.843 4.854 1.857  0.348
H: 0.952 4.035 0.872  0.098
H: -0.551 3.358 0.276  0.300
H: -2.283 -0.118 2.950  0.300
H: -2.741 1.005 4.247  0.381
H: -1.526 -0.255 4.560  0.128
C: -0.608 1.626 -4.021  -1.101
C: 0.757 1.814 -4.630  0.226
O: 1.345 0.541 -5.023  -0.327
C: 0.915 0.020 -6.151  0.770
O: 0.147 0.505 -6.947  -0.578
O: 1.512 -1.177 -6.320  -0.343
C: 1.147 -1.848 -7.521  -0.646
H: -0.537 0.964 -3.159  0.241
H: -0.959 2.591 -3.659  0.307
H: -1.323 1.225 -4.743  0.405
H: 1.426 2.211 -3.872  -0.049
H: 0.738 2.463 -5.505  0.293
H: 1.341 -1.223 -8.391  0.293
H: 0.091 -2.116 -7.509  0.282
H: 1.761 -2.744 -7.551  0.212
C: -3.583 -6.514 5.453  -1.083
C: -3.604 -6.034 4.019  -0.196
O: -3.133 -4.682 3.898  -0.358
C: -1.805 -4.539 3.918  0.738
O: -1.001 -5.435 3.980  -0.568
O: -1.526 -3.243 3.836  -0.266
C: -0.129 -2.925 3.813  -0.598
H: -4.164 -5.843 6.086  0.287
H: -4.023 -7.510 5.511  0.348
H: -2.563 -6.565 5.830  0.315
H: -4.621 -5.990 3.634  0.285
H: -3.008 -6.677 3.373  0.321
H: 0.374 -3.446 3.002  0.331
H: 0.335 -3.193 4.761  0.314
H: -0.076 -1.852 3.658  0.127

---

Record 6
ORCA calculation (the ωB97M-V functional and the def2-TZVPD basis) on a 2-piece molecular cluster, C14H29N2O3S overall in a non-equilibrium geometry.

Computed properties:
Charge: +1
Multiplicity: 1

Each line ends with the Mulliken charge.
Geometry (Å):
C: -3.201 0.361 1.569  -0.661
C: -1.755 -0.225 0.966  0.533
O: -0.786 -0.378 1.910  -0.522
O: -1.591 -0.580 -0.454  -0.123
C: -0.713 0.361 -1.168  0.053
C: 0.228 -0.365 -2.296  -0.878
C: 1.770 -0.666 -1.829  -0.448
C: 1.943 -1.186 -0.284  -0.341
C: 2.901 -0.230 0.659  -0.925
C: 2.270 1.245 0.997  0.773
C: 3.053 1.630 2.425  -0.787
C: 4.480 2.077 1.676  -0.030
N: 4.274 2.578 0.384  -0.047
C: 2.777 2.567 0.170  -0.591
C: 2.142 2.921 -1.299  0.258
N: 1.262 4.171 -1.093  -0.782
H: -3.998 -0.464 1.329  0.094
H: -3.085 0.529 2.737  0.294
H: -3.394 1.397 1.060  0.283
H: -1.432 1.108 -1.761  0.266
H: -0.137 1.023 -0.394  -0.096
H: -0.225 -1.362 -2.740  0.350
H: 0.299 0.385 -3.220  0.266
H: 2.171 -1.530 -2.549  0.363
H: 2.509 0.236 -1.984  0.238
H: 2.509 -2.235 -0.349  0.347
H: 0.895 -1.446 0.222  0.161
H: 3.054 -0.833 1.677  0.299
H: 3.967 -0.203 0.149  0.270
H: 1.144 1.313 1.348  0.107
H: 2.615 2.615 2.932  0.327
H: 3.187 0.746 3.188  0.368
H: 5.548 1.973 2.157  0.356
H: 5.034 2.889 -0.276  0.318
H: 2.432 3.445 0.901  0.287
H: 1.413 2.104 -1.734  -0.163
H: 3.014 3.223 -2.020  0.292
H: 0.661 4.037 -0.225  0.241
H: 0.623 4.247 -1.916  0.286
C: -3.524 -3.440 0.322  -0.846
S: -5.240 -2.868 0.269  0.484
O: -5.844 -3.129 1.617  -0.609
C: -5.833 -4.159 -0.852  -0.917
H: -2.964 -2.795 1.003  0.146
H: -3.484 -4.469 0.685  0.427
H: -3.087 -3.376 -0.677  0.310
H: -5.651 -5.144 -0.417  0.296
H: -5.320 -4.072 -1.813  0.342
H: -6.906 -4.022 -1.002  0.333

---

Calculated total energy: -1400.7697; -1098.9183; -1140.7081; -2754.2370; -1488.1221; -1283.7064 (Ha)